Record 1
Formula: C15H34F10N8O23S10
Source: the OMol25 dataset
Level of theory: the ωB97M-V functional and the def2-TZVPD basis

Results
HOMO-LUMO gap (eV): 0.7207
Net charge: -2
E_tot (eV): -210627.582

Structure (XYZ):
```
100
C15H34F10N8O23S10 | the OMol25 dataset | the ωB97M-V functional and the def2-TZVPD basis
C 0.617 -1.326 5.695
C 0.386 0.127 5.764
O 1.124 0.993 6.217
N -0.834 0.537 4.990
H -0.721 0.373 4.000
H -1.524 -0.156 5.242
C -1.348 1.933 5.463
H 0.351 -1.802 4.751
H 0.003 -1.554 6.566
H 1.640 -1.693 5.781
H -2.243 2.118 4.869
H -0.560 2.619 5.148
H -1.462 1.850 6.544
C 5.956 -6.804 -1.246
C 5.005 -7.745 -2.085
O 4.036 -7.421 -2.858
N 5.364 -9.215 -1.756
H 6.345 -9.448 -1.813
H 5.228 -9.161 -0.757
C 4.411 -10.214 -2.339
H 5.567 -6.504 -0.273
H 6.173 -5.895 -1.807
H 6.926 -7.296 -1.185
H 4.476 -11.103 -1.713
H 4.606 -10.247 -3.411
H 3.356 -9.945 -2.391
C 2.167 10.249 -1.670
C 2.774 9.024 -2.293
C 4.257 9.107 -2.200
C 5.121 7.782 -2.374
C 4.557 6.750 -1.290
C 3.044 6.427 -1.424
N 2.186 7.760 -1.455
O 0.809 7.592 -1.120
C 2.621 5.616 -0.161
C 2.643 5.574 -2.653
C 2.231 8.902 -3.778
H 2.474 11.121 -2.248
H 2.642 10.332 -0.692
H 1.078 10.208 -1.686
H 4.523 9.684 -1.315
H 4.644 9.779 -2.966
H 6.207 7.871 -2.375
H 4.916 7.396 -3.372
H 4.826 7.223 -0.345
H 5.209 5.880 -1.370
H 1.674 5.087 -0.270
H 2.417 6.312 0.653
H 3.465 4.945 0.003
H 2.928 4.552 -2.402
H 3.135 5.860 -3.583
H 1.561 5.614 -2.776
H 1.193 8.572 -3.751
H 2.803 8.127 -4.289
H 2.422 9.820 -4.335
N -9.186 -5.171 -5.883
S -9.927 -6.499 -5.682
O -11.164 -6.515 -4.864
O -9.221 -7.737 -5.848
F -10.614 -6.393 -7.169
S -8.262 -5.534 -4.490
O -7.294 -6.650 -4.533
O -8.914 -5.283 -3.201
F -7.308 -4.220 -4.664
N -4.523 -2.184 7.235
S -5.147 -2.034 8.631
O -4.759 -2.974 9.723
O -6.522 -1.600 8.686
F -4.413 -0.680 8.942
S -5.223 -3.709 6.979
O -6.722 -3.916 6.897
O -4.447 -4.834 7.519
F -4.886 -3.893 5.416
N 4.610 -9.395 3.066
S 5.355 -9.102 4.314
O 5.349 -10.017 5.480
O 5.530 -7.686 4.483
F 6.772 -9.458 3.525
S 2.982 -9.410 3.655
O 2.597 -8.679 4.871
O 2.248 -10.596 3.349
F 2.533 -8.352 2.540
N -6.342 7.289 -4.351
S -5.875 6.944 -5.730
O -6.372 5.803 -6.438
O -4.585 7.455 -6.106
F -6.842 8.056 -6.376
S -5.993 5.756 -3.694
O -4.607 5.387 -3.724
O -6.983 4.665 -3.803
F -6.189 6.190 -2.112
N -0.696 -0.762 0.126
S 0.080 -1.682 -0.771
O 0.673 -1.231 -2.069
O -0.279 -3.079 -0.550
F 1.373 -1.462 0.164
S -2.161 -0.930 -0.793
O -3.022 -2.027 -0.360
O -2.202 -0.434 -2.176
F -2.829 0.398 -0.075
```

---

Record 2
Formula: C22H43FNO3P
Source: the OMol25 dataset
Level of theory: the ωB97M-V functional and the def2-TZVPD basis

Results
Relative energy (zero: lowest compared OMol25 entry of this formula, charge and spin) (kJ/mol): 0.0
HOMO-LUMO gap (eV): 7.7946
Net charge: 0
E_tot (eV): -43143.283

Structure (XYZ):
```
71
C22H43FNO3P | the OMol25 dataset | the ωB97M-V functional and the def2-TZVPD basis
C -3.677 2.392 4.241
C -2.647 1.910 3.775
C -1.367 1.023 3.464
C -1.470 0.494 1.952
C -0.425 -0.636 1.601
P 0.126 -0.696 -0.243
C 0.470 -2.512 -0.752
C 0.946 -2.695 -2.252
C 0.187 0.786 -1.397
C 0.453 2.217 -0.762
C -0.789 3.184 -1.091
O 0.799 2.271 0.621
C -1.740 -0.847 -0.663
C -2.136 -1.477 -2.054
C -2.681 -2.982 -1.965
F -3.297 -0.734 -2.552
N 1.773 -0.526 0.376
C 2.803 -0.475 -0.370
C 3.488 0.849 -0.983
C 3.777 -1.731 -0.648
H -4.620 2.922 4.522
H -0.427 1.608 3.661
H -1.361 0.082 4.097
H -1.532 1.348 1.209
H -2.503 0.013 1.905
H 0.487 -0.472 2.262
H -0.863 -1.625 1.937
H -0.393 -3.191 -0.454
H 1.302 -2.831 -0.048
H 1.896 -3.299 -2.345
H 1.074 -1.726 -2.826
H 0.136 -3.267 -2.806
H -0.773 0.911 -1.997
H 0.970 0.607 -2.209
H 1.323 2.678 -1.339
H -0.674 4.153 -0.519
H -1.777 2.672 -0.931
H -0.678 3.469 -2.187
H 0.289 2.953 1.090
H -2.269 -1.477 0.129
H -2.289 0.153 -0.628
H -1.368 -1.346 -2.875
H -2.530 -3.430 -0.937
H -2.101 -3.655 -2.675
H -3.789 -3.015 -2.170
H 4.613 0.800 -0.828
H 3.213 1.009 -2.064
H 3.142 1.704 -0.319
H 3.682 -1.932 -1.757
H 3.538 -2.613 0.004
H 4.866 -1.444 -0.486
C 5.113 0.678 -5.860
C 3.954 1.412 -5.240
C 3.369 2.563 -6.016
O 3.509 1.089 -4.158
H 5.432 -0.125 -5.193
H 4.810 0.240 -6.813
H 5.951 1.362 -6.009
H 2.988 2.210 -6.976
H 4.129 3.331 -6.172
H 2.543 2.998 -5.450
C -2.603 -0.768 7.617
C -3.478 -0.988 6.410
C -4.910 -0.565 6.500
O -3.047 -1.482 5.393
H -1.594 -1.120 7.401
H -2.559 0.297 7.856
H -2.995 -1.329 8.468
H -4.957 0.510 6.685
H -5.428 -1.108 7.293
H -5.405 -0.782 5.553
```

---

Record 3
Formula: C55H63BiN4O5Sb2Si
Source: the OMol25 dataset
Level of theory: the ωB97M-V functional and the def2-TZVPD basis

Results
Relative energy (zero: lowest compared OMol25 entry of this formula, charge and spin) (kJ/mol): 280.8
HOMO-LUMO gap (eV): 7.7779
Net charge: 0
E_tot (eV): -101044.061

Structure (XYZ):
```
131
C55H63BiN4O5Sb2Si | the OMol25 dataset | the ωB97M-V functional and the def2-TZVPD basis
Bi -0.025 0.587 -0.930
C -4.897 0.236 3.117
O -4.533 1.158 2.105
C -4.811 2.462 2.303
C -5.486 2.971 3.407
C -5.735 4.336 3.500
C -5.308 5.205 2.511
C -4.613 4.702 1.419
C -4.365 3.345 1.306
N -3.690 2.836 0.166
C -2.552 2.102 0.215
N -1.857 2.180 1.364
C -1.009 1.212 1.969
C -0.146 0.419 1.339
C 0.737 -0.561 2.099
C 0.689 -0.393 3.652
C -0.408 0.455 4.211
C -1.166 1.223 3.442
O -2.133 2.088 3.877
C -2.273 2.248 5.275
N -2.146 1.397 -0.819
C -3.024 1.376 -1.951
C -2.726 2.196 -3.034
C -3.589 2.319 -4.109
C -4.775 1.598 -4.111
C -5.083 0.771 -3.045
C -4.225 0.652 -1.955
O -4.673 -0.089 -0.910
C -3.779 -1.043 -0.323
H -4.570 -0.738 2.763
H -5.978 0.222 3.270
H -4.390 0.471 4.057
H -5.833 2.308 4.186
H -6.271 4.715 4.360
H -5.504 6.266 2.587
H -4.248 5.360 0.640
H -4.121 2.936 -0.740
H -2.281 2.789 2.050
H 0.403 -1.571 1.849
H 0.590 -1.391 4.084
H -0.512 0.462 5.289
H -3.054 2.990 5.419
H -1.339 2.596 5.722
H -2.567 1.306 5.748
H -1.794 2.739 -3.011
H -3.334 2.966 -4.938
H -5.459 1.671 -4.946
H -5.998 0.196 -3.024
H -4.402 -1.877 -0.002
H -3.265 -0.617 0.541
H -3.048 -1.376 -1.058
C 1.773 -2.579 -3.358
C 3.076 -1.828 -3.042
C 2.980 -0.647 -2.067
Sb 2.892 -1.609 -0.112
C 2.288 -0.458 1.681
C 2.620 0.987 1.983
C 2.470 1.318 3.261
C 2.072 0.174 4.164
C 3.011 -0.972 3.937
C 3.072 -1.335 2.668
C 5.001 -1.244 0.139
C 5.883 -2.244 -0.267
C 7.259 -2.065 -0.188
C 7.776 -0.881 0.314
C 6.910 0.119 0.736
C 5.537 -0.060 0.646
Sb 0.606 -4.194 -2.412
C 0.162 -3.897 -0.310
C 0.931 -4.429 0.726
C 0.466 -4.427 2.035
C -0.787 -3.903 2.331
C -1.566 -3.381 1.309
C -1.097 -3.385 -0.002
C 2.204 -5.606 -2.063
C 3.515 -5.290 -1.713
C 4.465 -6.278 -1.492
C 4.115 -7.616 -1.617
C 2.816 -7.953 -1.965
C 1.875 -6.955 -2.190
H 1.947 -3.133 -4.287
H 0.988 -1.863 -3.600
H 3.441 -1.428 -3.996
H 3.861 -2.521 -2.721
H 2.158 0.002 -2.357
H 3.896 -0.056 -2.087
H 2.867 1.702 1.210
H 2.604 2.323 3.641
H 1.993 0.470 5.209
H 3.504 -1.493 4.747
H 3.644 -2.198 2.345
H 5.503 -3.188 -0.643
H 7.924 -2.855 -0.513
H 8.847 -0.739 0.382
H 7.305 1.044 1.137
H 4.885 0.733 0.990
H 1.908 -4.849 0.517
H 1.082 -4.843 2.824
H -1.154 -3.910 3.350
H -2.548 -2.978 1.528
H -1.708 -2.989 -0.803
H 3.798 -4.254 -1.592
H 5.477 -6.005 -1.218
H 4.852 -8.390 -1.444
H 2.534 -8.993 -2.066
H 0.865 -7.239 -2.468
N -0.240 0.618 -4.180
C -1.243 -0.359 -4.634
C -1.531 -1.487 -3.626
O -1.950 -2.547 -4.087
O -1.345 -1.222 -2.389
H -0.185 1.382 -4.845
H 0.676 0.180 -4.194
H -0.991 -0.827 -5.588
H -2.188 0.169 -4.773
C 0.778 4.167 -3.341
Si 0.604 4.284 -1.475
C -1.077 4.968 -0.983
C 1.885 5.521 -0.876
C 0.957 2.656 -0.647
H 0.774 5.163 -3.791
H -0.010 3.584 -3.818
H 1.732 3.695 -3.593
H -1.130 6.034 -1.220
H -1.222 4.862 0.096
H -1.909 4.475 -1.485
H 1.731 6.504 -1.326
H 2.897 5.192 -1.126
H 1.834 5.636 0.210
H 0.932 2.822 0.435
H 1.999 2.405 -0.899
```

---

Record 4
Formula: CHCl2NO2
Source: the OMol25 dataset
Level of theory: the ωB97M-V functional and the def2-TZVPD basis

Results
Relative energy (zero: lowest compared OMol25 entry of this formula, charge and spin) (kJ/mol): 606.7
HOMO-LUMO gap (alpha / beta) (eV): 9.1883 / 8.5301
Net charge: 0
E_tot (eV): -31675.593

Structure (XYZ):
```
7
CHCl2NO2 | the OMol25 dataset | the ωB97M-V functional and the def2-TZVPD basis
C -2.040 0.176 -0.180
N -1.725 -0.977 -0.978
O -1.254 -0.733 -2.066
O -1.939 -2.029 -0.420
Cl -2.703 -0.034 1.290
Cl -2.090 1.620 -0.920
H 0.216 0.510 0.956
```

---

Record 5
Formula: C51H55AsCaCl5N4S
Source: the OMol25 dataset
Level of theory: the ωB97M-V functional and the def2-TZVPD basis

Results
HOMO-LUMO gap (eV): 5.4013
Net charge: -1
E_tot (eV): -212469.068

Structure (XYZ):
```
118
C51H55AsCaCl5N4S | the OMol25 dataset | the ωB97M-V functional and the def2-TZVPD basis
Ca -0.051 1.061 -1.735
C 3.694 0.511 -1.367
C 3.024 -0.610 -1.943
C 2.492 -1.385 -0.853
C 2.833 -0.683 0.337
C 3.580 0.469 0.024
C 4.345 1.310 1.034
C 3.689 1.238 2.417
C 4.434 2.779 0.616
C 5.776 0.753 1.154
C 1.949 -2.825 -0.792
C 0.542 -2.986 -1.402
C 1.828 -3.272 0.669
C 2.918 -3.834 -1.434
C 3.161 -0.858 -3.460
C 4.542 -1.459 -3.784
C 3.057 0.481 -4.206
C 2.092 -1.741 -4.104
H 4.218 1.284 -1.921
H 2.585 -1.007 1.341
H 2.642 1.556 2.360
H 4.213 1.894 3.125
H 3.716 0.220 2.817
H 3.450 3.252 0.639
H 4.824 2.878 -0.401
H 5.102 3.326 1.297
H 5.749 -0.304 1.435
H 6.358 1.305 1.907
H 6.288 0.831 0.191
H -0.142 -2.292 -0.907
H 0.167 -4.009 -1.249
H 0.514 -2.781 -2.468
H 1.129 -2.649 1.226
H 2.794 -3.228 1.174
H 1.462 -4.305 0.706
H 3.007 -3.724 -2.512
H 2.591 -4.863 -1.232
H 3.915 -3.699 -1.006
H 5.325 -0.801 -3.399
H 4.684 -1.576 -4.869
H 4.669 -2.436 -3.314
H 3.871 1.168 -3.974
H 2.117 0.969 -3.945
H 3.060 0.305 -5.288
H 2.148 -2.783 -3.802
H 2.203 -1.716 -5.194
H 1.096 -1.373 -3.870
C 0.145 6.801 1.233
C 0.943 5.566 1.634
N 1.465 4.836 0.492
C 0.819 3.816 -0.144
S 1.614 3.177 -1.535
N -0.363 3.504 0.407
N -0.965 2.372 -0.079
C -2.245 2.346 0.058
C -3.016 3.501 0.603
C -2.966 1.100 -0.362
C -4.293 0.906 -0.021
C -4.933 -0.268 -0.399
C -4.237 -1.210 -1.122
C -2.914 -0.942 -1.429
N -2.284 0.175 -1.054
H -0.201 7.347 2.117
H -0.724 6.507 0.639
H 0.754 7.482 0.631
H 0.310 4.884 2.191
H 1.783 5.843 2.273
H 2.174 5.277 -0.069
H -2.445 4.409 0.446
H -3.191 3.395 1.680
H -3.983 3.589 0.103
H -4.813 1.656 0.556
H -5.964 -0.442 -0.114
H -4.687 -2.147 -1.425
H -2.325 -1.659 -1.986
Cl -1.604 4.440 -2.760
C -1.979 3.125 -3.869
C -1.412 1.865 -3.666
C -1.874 0.911 -4.555
Cl -1.225 -0.738 -4.387
C -2.801 1.117 -5.571
Cl -3.327 -0.174 -6.599
C -3.310 2.397 -5.746
Cl -4.459 2.714 -6.997
C -2.893 3.414 -4.889
Cl -3.540 5.009 -5.105
C 1.273 -3.020 5.278
C 1.345 -1.689 4.881
C 0.542 -1.232 3.845
C -0.345 -2.097 3.204
C -0.413 -3.427 3.602
C 0.394 -3.885 4.639
As -1.347 -1.343 1.698
C -2.781 -0.559 2.770
C -2.745 0.663 3.424
C -3.839 1.066 4.180
C -4.962 0.249 4.268
C -5.001 -0.969 3.599
C -3.908 -1.377 2.843
C -3.800 -2.641 2.067
C -4.810 -3.584 1.921
C -4.599 -4.708 1.131
C -3.385 -4.890 0.476
C -2.373 -3.943 0.609
C -2.578 -2.828 1.411
H 1.914 -3.386 6.072
H 2.039 -1.012 5.364
H 0.634 -0.203 3.515
H -1.084 -4.114 3.103
H 0.339 -4.924 4.942
H -1.876 1.306 3.340
H -3.817 2.017 4.699
H -5.811 0.561 4.862
H -5.885 -1.593 3.668
H -5.766 -3.445 2.414
H -5.389 -5.441 1.018
H -3.226 -5.765 -0.145
H -1.435 -4.077 0.087
```

---

Record 6
Formula: Cl5HSSi2
Source: the OMol25 dataset
Level of theory: the ωB97M-V functional and the def2-TZVPD basis

Results
Relative energy (zero: lowest compared OMol25 entry of this formula, charge and spin) (kJ/mol): 148.5
HOMO-LUMO gap (eV): 9.3353
Net charge: 0
E_tot (eV): -89225.401

Structure (XYZ):
```
9
Cl5HSSi2 | the OMol25 dataset | the ωB97M-V functional and the def2-TZVPD basis
S -0.224 -0.532 -1.556
Si 1.526 0.634 -1.352
Cl 2.355 0.712 -3.242
Cl 1.151 3.121 -0.749
Si 2.912 -0.342 0.232
Cl 4.755 0.397 0.313
Cl 3.092 -2.299 -0.260
Cl 2.239 -0.180 2.194
H -1.130 0.105 -1.059
```

---

Record 7
Formula: C2H31N2O12
Source: the OMol25 dataset
Level of theory: the ωB97M-V functional and the def2-TZVPD basis

Results
Relative energy (zero: lowest compared OMol25 entry of this formula, charge and spin) (kJ/mol): 232.9
HOMO-LUMO gap (eV): 9.5440
Net charge: +1
E_tot (eV): -30122.018

Structure (XYZ):
```
47
C2H31N2O12 | the OMol25 dataset | the ωB97M-V functional and the def2-TZVPD basis
C 0.486 0.994 0.706
C 0.346 1.337 -0.545
N -0.966 1.314 -1.191
N 1.676 1.011 1.272
H -0.376 0.643 1.288
H 1.112 1.662 -1.246
H -1.032 0.579 -1.877
H -1.638 1.045 -0.510
H -1.175 2.229 -1.626
H 2.457 1.306 0.730
H 1.903 0.782 2.214
H -3.937 2.070 2.302
H -3.206 0.793 1.893
O -3.110 1.793 1.917
H 5.177 -1.800 -0.479
H 3.830 -1.221 0.124
O 4.588 -1.112 -0.497
H -1.310 4.377 -0.577
H -0.234 4.530 -1.680
O -1.122 4.124 -1.488
H 1.112 4.977 -3.698
H 1.829 4.113 -2.472
O 1.557 4.982 -2.757
H -0.299 -2.955 4.559
H 0.267 -3.604 3.365
O -0.574 -3.498 3.814
H -2.445 3.181 0.961
H -3.110 4.481 0.824
O -2.228 4.134 0.869
H -4.137 -1.466 1.450
H -2.647 -1.497 1.487
O -3.386 -0.919 1.202
H 1.338 -1.576 -2.272
H 0.125 -1.555 -3.230
O 0.360 -1.909 -2.364
H -1.197 -3.000 2.327
H -1.501 -3.283 0.828
O -1.381 -2.586 1.480
H 0.644 -2.463 1.567
H 1.227 -3.559 0.610
O 1.416 -3.117 1.525
H 3.720 -1.262 -2.017
H 3.288 -1.305 -3.463
O 2.944 -1.001 -2.617
H 0.128 -3.296 -1.367
H -0.368 -4.714 -0.810
O -0.153 -3.758 -0.531
```

---

Record 8
Formula: C4H6KO2
Source: the OMol25 dataset
Level of theory: the ωB97M-V functional and the def2-TZVPD basis

Results
Multiplicity: 2
<S²>: 0.755
Relative energy (zero: lowest compared OMol25 entry of this formula, charge and spin) (kJ/mol): 289.3
HOMO-LUMO gap (alpha / beta) (eV): 2.5089 / 2.7043
Net charge: 0
E_tot (eV): -24658.670

Structure (XYZ):
```
13
C4H6KO2 | the OMol25 dataset | the ωB97M-V functional and the def2-TZVPD basis
C -0.584 0.648 -0.252
O -1.509 1.331 0.526
H -0.879 0.520 -1.297
H -2.221 1.681 -0.020
C -0.015 -2.052 -1.084
C 1.046 -1.340 -0.273
H -0.984 -1.858 -0.571
H 1.897 -0.972 -0.885
H 1.491 -1.979 0.521
C 0.440 -0.145 0.414
O 0.750 1.193 -0.094
K 0.198 3.165 1.508
H 0.371 -0.192 1.507
```